C10H10BaN3O3 as an isolated structure, computed with ωB97M-V/def2-TZVPD.

The geometry in XYZ format:
```
27
Properties=species:S:1:pos:R:3:forces:R:3:nbo_charge:R:1
Ba 6.519110 5.523750 15.935590 -1.8 -0.3 -0.2 1.923
N 1.945170 5.020630 15.328200 0.7 0.2 1.0 0.713
O 2.824510 4.112720 15.383410 2.6 0.0 0.1 -0.648
O 0.834270 4.663600 15.129170 -2.6 -0.3 -0.7 -0.403
O 2.222840 6.213850 15.570910 1.1 0.4 -0.1 -0.585
N -3.111360 2.855400 11.187080 -0.3 1.0 0.7 -0.423
C -3.767680 3.482760 12.213860 -0.3 -1.6 -1.8 0.027
C -5.157830 3.436630 12.307890 0.1 0.6 -0.8 -0.259
C -5.885790 2.761930 11.314220 1.0 -0.8 -0.2 -0.173
C -5.192600 2.120040 10.279830 0.3 0.5 0.1 -0.255
C -3.800790 2.252740 10.205750 -0.1 1.0 1.6 0.025
H -3.164390 4.023720 12.927850 0.1 -0.1 0.0 0.203
H -5.625420 4.112530 13.008540 -0.3 -0.4 0.3 0.219
H -6.959570 2.648650 11.290360 -0.1 0.4 0.4 0.220
H -5.735200 1.598790 9.505050 0.0 0.0 -0.1 0.217
H -3.160580 2.024180 9.366540 -0.4 -0.7 -0.2 0.200
N -3.497260 3.661920 19.511140 1.0 0.8 -0.9 -0.405
C -2.492900 4.416600 18.978920 -1.6 0.2 -0.5 0.011
C -1.833510 5.406560 19.659160 0.3 0.1 1.5 -0.257
C -2.091910 5.544200 21.047130 0.5 0.5 -1.5 -0.176
C -3.083140 4.791240 21.566600 -1.4 -1.2 1.2 -0.264
C -3.799430 3.899720 20.763550 0.6 -0.8 -0.3 0.038
H -2.437660 4.340540 17.903020 0.6 -0.3 -0.1 0.203
H -1.088960 6.057640 19.225410 0.0 -0.2 -0.4 0.219
H -1.551070 6.270200 21.636030 0.1 0.0 0.1 0.214
H -3.348880 4.745030 22.612380 0.1 0.5 0.2 0.218
H -4.566060 3.215090 21.095130 -0.3 0.4 0.8 0.198
```
Forces are in eV/Å.

As for the net charge: +1. Its spin multiplicity is 1. For the HOMO energy, the calculation gives -0.37934 Eh.

=====

C10H10BrNO3Sr as an isolated structure, computed with ωB97M-V/def2-TZVPD.

The geometry in XYZ format:
```
26
Properties=species:S:1:pos:R:3:forces:R:3:mulliken_charge:R:1
C -1.934638 -0.840062 0.749900 -3.0 -0.2 -0.8 -0.764
C -1.730238 -1.337362 2.059200 -3.3 -0.8 0.6 -0.669
C -1.786238 -0.241762 2.956700 -5.4 -0.8 0.4 -0.620
H -1.555438 -2.366762 2.327000 0.1 -0.1 0.0 0.372
C -1.982538 0.930838 2.202000 -3.0 0.2 0.4 -0.460
C -2.055638 0.566238 0.834400 -3.2 -0.4 -0.7 -0.741
H -2.169638 1.243838 0.003900 0.1 0.0 -0.1 0.352
H -1.944938 -1.423562 -0.153600 0.2 0.0 -0.1 0.380
H -1.645138 -0.292562 4.022800 -2.6 -0.4 -0.6 0.595
H -2.016838 1.935238 2.589300 0.1 0.1 0.1 0.358
Sr -0.009138 -0.001562 1.556100 7.7 5.4 2.2 2.015
Br 1.133362 -0.833362 -0.203900 5.4 -4.1 -7.8 -0.784
C 2.762062 0.674338 -3.353300 0.0 -0.1 -0.2 -0.488
C 1.671762 1.457138 -3.782300 0.0 0.0 0.0 -0.535
C 0.688962 0.589238 -4.298800 0.0 0.0 -0.1 -0.563
H 1.601262 2.538338 -3.725200 0.0 0.0 0.0 0.362
C 1.171962 -0.730062 -4.189000 0.1 0.0 -0.1 -0.481
C 2.453362 -0.677462 -3.604800 0.1 0.1 -0.3 -0.564
H 3.090062 -1.528362 -3.386600 -0.1 0.0 0.1 0.342
H 3.678162 1.046838 -2.907000 -0.1 0.0 0.1 0.321
H -0.270838 0.884938 -4.709100 0.0 0.0 0.0 0.356
H 0.649262 -1.628562 -4.499900 0.0 0.0 0.1 0.331
O 0.284162 -0.997462 5.515000 -0.4 -3.2 0.4 -0.611
N -0.009138 -0.001562 4.926100 3.2 0.4 -2.9 0.686
O -0.064838 1.035038 5.515000 -1.3 2.9 0.3 -0.607
O -0.009138 -0.001562 3.556100 5.5 0.8 8.8 -0.586
```
Forces are in eV/Å.

As for the net charge: -2. Its spin multiplicity is 1. For the HOMO energy, the calculation gives -0.00008 Eh.

=====

C10H10Cl2N4STl as an isolated structure, computed with ωB97M-V/def2-TZVPD.

The geometry in XYZ format:
```
28
Properties=species:S:1:pos:R:3:forces:R:3:nbo_charge:R:1
Tl 1.700181 0.403473 1.002670 0.0 0.0 -0.1 0.851
Cl 0.118723 -0.082538 4.139727 0.0 -0.1 0.0 0.108
C -0.380086 -1.671580 3.781088 0.0 -0.1 -0.3 0.085
C -0.759791 -2.506893 4.789200 0.0 0.2 0.3 -0.305
C -1.204834 -3.799865 4.483528 0.1 0.2 -0.3 0.020
C -1.279420 -4.276712 3.182100 -0.1 -0.4 -0.1 -0.312
C -0.882655 -3.475122 2.138590 0.1 0.2 0.0 0.114
Cl -0.957709 -4.028263 0.550335 0.0 -0.1 0.1 0.170
C -0.370599 -2.108414 2.360069 0.1 0.3 0.0 -0.044
N 0.059169 -1.403006 1.392012 -0.1 0.0 0.2 -0.511
H -0.726774 -2.176528 5.818471 0.0 0.0 0.0 0.255
H -1.510107 -4.448751 5.294270 0.0 0.0 0.0 0.245
H -1.639239 -5.276199 2.979524 0.0 0.0 0.1 0.256
C 1.229804 1.195567 -5.003348 -0.1 0.0 0.0 -0.592
C -0.080947 1.671972 -4.365880 0.2 -0.2 -0.1 -0.454
C 0.112447 2.096212 -2.949223 0.0 0.6 0.2 0.091
N 0.230978 1.320490 -1.939171 0.0 -0.5 -0.2 -0.268
N 0.432781 1.962675 -0.754607 0.1 0.3 0.4 -0.447
C 0.468838 3.264985 -0.870919 -0.1 -0.1 -0.4 0.239
N 0.698251 4.109531 0.162942 0.1 0.0 0.0 -0.790
S 0.243001 3.801820 -2.504109 0.0 -0.4 0.1 0.354
H 1.049875 0.897015 -6.035272 0.0 0.0 0.0 0.225
H 1.625860 0.337399 -4.462350 0.0 0.0 0.0 0.216
H 1.978067 1.988447 -5.000218 0.0 0.0 0.0 0.210
H -0.809114 0.860833 -4.379909 -0.1 0.1 0.0 0.242
H -0.487842 2.503762 -4.940824 -0.1 0.0 0.0 0.225
H 0.597223 3.746412 1.094009 -0.1 0.0 0.0 0.404
H 0.543920 5.093279 0.037295 0.0 0.0 0.1 0.414
```
Forces are in eV/Å.

As for the net charge: +1. Its spin multiplicity is 1. For the HOMO energy, the calculation gives -0.42822 Eh.

=====

C10H10Cl2Re as an isolated structure, computed with ωB97M-V/def2-TZVPD.

The geometry in XYZ format:
```
23
Properties=species:S:1:pos:R:3:forces:R:3:lowdin_spin:R:1
C -3.301326 -1.080583 0.459929 -0.1 -0.6 -0.6 0.026
C -2.202659 -1.300753 -0.425327 -0.2 -0.1 -1.0 0.057
C -1.543393 -0.049097 -0.667862 -1.5 0.2 -1.3 0.038
H -1.914854 -2.256681 -0.823717 0.2 -0.1 0.1 0.005
C -2.350780 0.967017 -0.040313 0.0 0.4 -1.0 0.054
C -3.394546 0.338284 0.698151 -0.2 0.6 -0.2 0.024
H -4.110322 0.855043 1.311065 -0.1 0.0 0.0 0.006
H -3.949013 -1.855374 0.824397 -0.1 0.0 0.1 0.007
H -0.627284 0.096173 -1.231943 -0.1 0.0 0.2 0.010
H -2.186802 2.028546 -0.087518 0.2 0.1 0.2 0.005
Re -1.536120 -0.396946 1.392447 2.2 -0.3 3.4 1.563
Cl -0.256450 -2.164270 2.173393 -0.1 -0.1 0.1 0.104
C 3.275056 0.221002 0.482402 -0.5 -0.5 -0.9 0.001
C 2.852232 1.462111 -0.105246 0.2 -1.5 1.0 0.346
C 2.304329 1.174189 -1.399563 0.1 -2.5 -1.6 0.121
H 2.894247 2.448170 0.363446 0.0 -0.4 -0.2 0.017
C 2.438180 -0.230871 -1.637255 -0.4 3.1 -0.8 0.180
C 3.033381 -0.824834 -0.474422 0.4 1.3 2.2 0.319
H 3.193439 -1.895851 -0.319359 0.0 0.5 0.0 0.015
H 3.591472 0.078995 1.519250 0.0 0.1 -0.6 -0.006
H 1.975496 1.918398 -2.128832 0.1 -0.4 0.3 0.001
H 2.286484 -0.730941 -2.599410 -0.2 0.2 0.5 0.005
Cl -0.470767 1.198263 2.716291 -0.1 0.0 0.1 0.100
```
Forces are in eV/Å.

Its spin multiplicity is 4. For the HOMO energy (spin up / spin down), the calculation gives -0.30220 / -0.29792 Eh. Its expectation value of S² is 3.78.

=====

One molecule with the formula C10H10ClN3, computed with ωB97M-V/def2-TZVPD.

The geometry in XYZ format:
```
24
Properties=species:S:1:pos:R:3:forces:R:3:nbo_charge:R:1
C 1.440559 -1.716512 -1.173266 3.2 -1.8 1.0 -0.422
N 1.235852 -0.486158 -0.441205 -0.9 1.4 -0.6 -0.435
C 2.342936 0.383163 -0.168892 -2.4 0.3 -2.2 -0.002
C 3.531153 -0.222369 0.328323 0.7 -0.9 0.1 0.238
N 4.445296 -0.801697 0.728487 -0.4 0.4 -0.1 -0.268
C 2.349969 1.728291 -0.416014 0.8 -1.3 1.0 -0.219
Cl 0.960461 2.675830 -0.830313 1.4 -0.1 -0.3 0.071
C -0.119393 -0.035676 -0.285751 -0.1 1.1 1.8 0.109
C -1.228408 -0.349966 -1.087867 1.6 -1.0 -0.4 -0.224
C -2.529369 0.057234 -0.781418 1.9 -0.2 -1.2 -0.250
C -2.701354 0.929547 0.248361 -1.4 -0.9 0.1 -0.196
C -1.669586 1.143464 1.157329 -1.0 -0.4 -2.9 -0.273
C -0.378185 0.746186 0.907435 -0.3 -0.7 -0.3 0.175
N 0.549428 1.048363 1.869111 1.6 -0.7 0.1 -0.809
H 1.868452 -2.369653 -0.317734 -0.2 0.2 -1.9 0.211
H 0.553614 -2.228565 -1.514195 -0.4 0.4 0.1 0.230
H 2.193535 -1.706601 -2.075707 -1.4 0.4 1.8 0.208
H 3.343786 2.129443 -0.155114 -1.0 0.9 -0.3 0.237
H -1.010664 -0.976512 -1.980421 -0.5 0.5 0.7 0.208
H -3.296163 -0.292011 -1.432436 -0.7 0.1 -0.3 0.213
H -3.755337 1.236790 0.321782 0.7 0.4 0.9 0.215
H -1.983742 1.670552 1.963192 -0.1 1.7 2.7 0.207
H 0.376142 1.662962 2.621925 -1.0 0.5 0.5 0.390
H 1.539964 1.022940 1.708667 -0.3 -0.3 -0.3 0.388
```
Forces are in eV/Å.

Its spin multiplicity is 1. For the HOMO energy, the calculation gives -0.28289 Eh.

=====

C10H10ClNNdO2 as an isolated structure, computed with ωB97M-V/def2-TZVPD.

The geometry in XYZ format:
```
25
Properties=species:S:1:pos:R:3:forces:R:3:lowdin_spin:R:1
C -0.827769 2.655284 -0.119886 0.9 0.1 -0.2 -0.001
C -0.591614 1.949692 -1.344219 0.3 0.6 0.2 -0.003
C 0.767392 1.534899 -1.360635 -0.3 0.6 0.4 -0.003
H -1.293854 1.861415 -2.175774 0.2 -0.1 0.4 0.000
C 1.371322 1.932402 -0.139597 -0.4 0.2 -0.2 -0.002
C 0.397455 2.631500 0.628598 -0.5 0.3 -0.4 0.000
H 0.562043 3.127500 1.588070 -0.1 -0.3 -0.3 0.000
H -1.742449 3.177335 0.150483 0.2 -0.3 0.0 0.000
H 1.277690 1.082960 -2.205312 -0.2 -0.2 0.3 0.000
H 2.420078 1.796520 0.120218 -0.4 -0.1 0.0 0.000
Nd -0.671582 0.109495 0.685064 2.0 -1.7 -0.7 3.032
Cl -3.178347 0.039316 0.656220 -1.3 0.0 0.0 -0.005
C -0.315791 -2.759786 0.156766 -0.2 0.3 -0.1 -0.004
C 1.051382 -2.360871 0.157232 -0.3 0.2 -0.5 -0.002
C 1.305530 -1.653170 -1.052051 -0.9 -0.3 0.3 -0.001
H 1.791789 -2.583975 0.918852 -0.2 0.0 -0.1 0.000
C 0.085063 -1.582159 -1.785082 0.0 -0.3 0.7 -0.002
C -0.925663 -2.254787 -1.035059 0.7 0.1 0.2 -0.002
H -1.955616 -2.391077 -1.350058 0.2 0.0 0.1 0.000
H -0.807782 -3.391106 0.906232 0.2 0.4 -0.3 0.000
H 2.268747 -1.308091 -1.404093 -0.1 0.2 0.2 0.000
H -0.029830 -1.183576 -2.788450 -0.1 0.1 0.2 0.000
O -0.705677 -0.174085 4.608730 0.4 0.0 -0.5 0.001
N -0.695039 -0.053808 3.407512 0.3 0.1 -0.5 0.000
O 0.442521 -0.201827 2.776239 -0.6 0.1 0.7 -0.007
```
Forces are in eV/Å.

As for the net charge: -1. Its spin multiplicity is 4. For the HOMO energy (spin up / spin down), the calculation gives -0.16443 / -0.16695 Eh. Its expectation value of S² is 3.75.

=====

An isolated ion of composition C10H10IN3O and charge +2, computed with ωB97M-V/def2-TZVPD.

The geometry in XYZ format:
```
25
Properties=species:S:1:pos:R:3:forces:R:3:nbo_charge:R:1
C -0.358050 -1.037784 2.829238 -1.4 0.8 0.2 -0.330
C 0.507711 -2.036101 3.012178 -0.2 1.0 0.6 0.119
C 1.212112 -1.130138 1.160536 3.2 -0.9 -1.7 -0.005
C 0.137703 -0.257924 1.653067 -0.7 -2.1 0.8 0.086
C -0.168246 0.011909 -1.749613 -0.8 -0.7 1.8 -0.272
C -1.276962 -0.472699 -0.822321 0.4 -2.0 -0.7 0.378
C 0.619561 1.109913 -1.196080 0.5 0.7 0.2 0.566
C 0.136010 -0.608051 -2.877877 -3.1 -2.6 -0.4 -0.145
C -0.157087 0.942928 1.130379 -2.3 0.5 2.5 -0.054
C -2.183418 0.434263 -0.126848 -0.2 3.2 -0.4 -0.112
N 1.435484 -2.076563 1.967549 1.7 -1.0 -1.0 -0.303
N 0.514606 1.521997 0.085842 1.2 0.7 -2.6 -0.556
N 1.423584 1.673239 -2.066998 -3.0 -3.6 -0.7 -0.655
O -1.530708 -1.636766 -0.581720 0.4 0.6 -0.9 -0.370
I -2.646887 2.435526 -0.647959 0.2 -2.0 0.3 0.536
H -1.254223 -0.986763 3.459172 0.5 0.9 -0.4 0.275
H 0.676297 -2.599426 3.916485 -0.3 -0.5 -0.2 0.259
H 2.015679 -1.052259 0.318005 -2.0 0.4 1.3 0.243
H 0.792630 -0.326896 -3.624392 1.8 0.7 -1.0 0.220
H -0.464384 -1.507036 -3.280493 0.7 1.4 1.2 0.286
H -0.739377 1.582720 1.835684 0.4 0.0 -1.1 0.285
H -2.934113 -0.081336 0.430872 -0.3 -0.2 0.8 0.244
H 0.969752 2.405516 0.232805 0.2 0.4 0.5 0.445
H 1.281531 1.277313 -2.984358 0.4 0.4 -0.2 0.421
H 1.990795 2.414419 -2.073153 2.7 3.6 0.9 0.437
```
Forces are in eV/Å.

As for the net charge: +2. Its spin multiplicity is 1. For the HOMO energy (spin up / spin down), the calculation gives -0.60111 / -0.59903 Eh.

=====

One molecule with the formula C10H10N2, computed with ωB97M-V/def2-TZVPD.

The geometry in XYZ format:
```
22
Properties=species:S:1:pos:R:3:forces:R:3:nbo_charge:R:1
N 2.542162 -0.869648 1.025111 1.9 -1.1 0.6 -0.845
C 1.235663 -0.953182 0.524903 4.0 0.8 1.2 0.287
C 0.762867 -2.192842 0.430714 -0.6 0.0 -1.6 -0.310
C -0.507109 -2.187273 -0.169419 -1.6 -0.6 0.2 -0.213
C -1.180151 -1.035705 -0.608599 0.6 -2.0 1.4 0.116
N -2.474650 -0.966199 -1.109295 -4.0 -3.4 -1.6 -0.853
C -0.637528 0.235501 -0.365138 0.4 -0.4 -0.2 -0.069
C -1.369511 1.381478 -0.625040 -1.9 1.5 0.0 -0.190
C -0.789870 2.615673 -0.316075 -0.8 2.2 0.7 -0.217
C 0.507965 2.756370 0.261298 1.9 -1.6 -0.5 -0.217
C 1.285810 1.538197 0.372813 -2.4 1.2 0.9 -0.181
C 0.628650 0.290543 0.193921 0.5 0.6 -0.3 -0.130
H 3.041069 -0.075816 0.659620 0.6 -0.4 0.1 0.367
H 3.147303 -1.764432 1.143690 -1.8 2.4 -0.6 0.386
H 1.501706 -3.030354 0.529700 -1.5 0.6 0.2 0.215
H -0.983866 -3.151854 -0.026750 -0.7 0.1 -1.0 0.206
H -3.220726 -0.733726 -0.393276 1.3 -0.5 -1.0 0.371
H -2.845567 -1.883317 -1.656884 1.4 2.8 2.0 0.382
H -2.488100 1.174895 -0.925833 2.6 1.2 0.3 0.248
H -1.330433 3.649903 -0.358560 0.5 -2.3 -0.3 0.217
H 0.947584 3.788392 0.542122 -0.9 -2.0 -0.6 0.228
H 2.226731 1.413394 0.870977 0.4 1.1 0.1 0.201
```
Forces are in eV/Å.

Its spin multiplicity is 1. For the HOMO energy, the calculation gives -0.26298 Eh.

=====

Computed values of strongest force on any atom (unit: hartree/bohr) for the preceding records, in sequence: 0.053, 0.203, 0.013, 0.080, 0.074, 0.053, 0.092, 0.107.